Entry from OMol25: a molecular structure, C29H29FI2N5O4Os (ωB97M-V with the def2-TZVPD basis set).

Geometry as XYZ:
```
71
Properties=species:S:1:pos:R:3:forces:R:3
Os -2.088974 -3.469787 -0.864425 -1.23 0.22 1.93
I -9.215939 -1.779963 -3.581043 0.71 -0.21 0.18
C -7.289414 -2.394158 -3.137124 -0.85 0.19 -0.24
C -6.833299 -3.634263 -3.592546 0.12 -0.08 0.00
C -5.559418 -4.026944 -3.280923 0.44 -0.62 -0.11
I -4.811223 -5.868663 -3.907344 -0.25 0.38 0.10
C -4.685197 -3.184631 -2.500103 -0.49 0.08 0.00
O -3.508643 -3.603685 -2.206461 -0.50 0.06 -0.90
C -5.168514 -1.906614 -2.065786 0.11 0.06 0.12
C -4.272167 -0.953915 -1.312784 -0.05 0.08 -0.12
N -3.611901 -1.567816 -0.149571 0.13 -0.41 -0.30
C -2.927411 -0.610184 0.729417 0.16 0.00 0.19
C -1.490648 -1.041331 1.091044 0.11 0.41 -0.53
C -0.995856 -0.782388 2.433480 0.03 0.01 0.04
C 1.249640 -1.848147 2.067700 -0.14 0.23 -0.05
C 1.575754 -2.577132 0.802171 -0.04 0.02 0.20
C 0.705113 -3.346794 0.120249 0.12 -0.13 -0.12
N -0.637344 -3.352885 0.390263 1.19 0.22 0.49
C -6.449714 -1.547846 -2.372290 0.12 0.11 0.12
H -7.476022 -4.279838 -4.174589 -0.01 0.02 0.00
H -4.877438 -0.097861 -1.001160 0.04 0.02 -0.01
H -3.490349 -0.580402 -1.980726 0.02 0.00 0.04
H -4.283264 -2.113770 0.380600 -0.07 0.06 0.07
H -3.479748 -0.483972 1.661253 -0.06 0.01 -0.04
H -2.870717 0.358801 0.230891 -0.06 0.02 0.03
H -1.461011 -0.199105 3.215096 -0.06 -0.02 -0.02
H 1.889928 -2.295812 2.830093 0.02 0.01 0.00
H 2.596872 -2.488174 0.452023 -0.02 -0.06 -0.06
H 1.012549 -3.923351 -0.743919 0.01 0.06 0.00
H -6.840619 -0.598643 -2.027838 0.01 0.00 -0.02
C 3.872505 -0.341887 3.121209 -0.10 0.05 0.03
C 2.393192 0.029707 3.185816 0.22 -0.04 0.04
N 1.630131 -0.424957 2.018000 -0.16 -0.06 0.02
C -0.212034 -2.039866 2.561514 0.13 -0.19 0.04
C -1.117736 -2.615633 1.467391 -0.47 -0.73 0.71
C -2.472511 -3.269298 1.917780 1.18 0.85 0.24
O -2.916399 -2.999643 2.994309 -0.28 -0.23 -0.21
O -2.995480 -3.971047 0.949816 -0.01 -0.31 -1.54
C -0.607001 -0.803753 -0.150655 0.05 -0.07 0.15
O -1.049766 -1.322180 -1.200926 0.08 -0.08 -0.06
C 0.569574 0.029612 -0.161484 0.06 0.22 -0.22
C 0.769744 0.689974 -1.400029 0.06 0.05 0.04
C 1.636000 1.724483 -1.542308 -0.07 0.00 -0.04
F 1.674770 2.358206 -2.731703 0.09 0.05 0.12
C 2.396830 2.204755 -0.448166 -0.23 -0.26 -0.07
C 2.290593 1.485756 0.737371 0.07 0.14 0.10
C 1.465121 0.359851 0.912484 -0.10 -0.10 -0.17
N 3.250309 3.299129 -0.527242 0.19 0.11 -0.05
C 3.749613 3.801507 -1.804077 -0.03 0.04 0.14
C 5.111420 4.454516 -1.610075 -0.12 -0.33 -0.30
N 5.001004 5.562171 -0.608669 0.08 0.00 -0.01
C 4.504423 5.028082 0.697219 -0.30 -0.17 0.34
C 3.160424 4.346101 0.482706 0.00 0.01 -0.13
H 4.388508 0.070401 3.987896 0.03 -0.03 -0.01
H 4.344244 0.045562 2.217682 0.01 -0.01 0.01
H 4.015413 -1.423054 3.142936 0.01 0.00 -0.02
H 2.265512 1.103818 3.302417 -0.09 0.00 0.00
H 1.939094 -0.426431 4.067386 -0.04 0.04 0.00
H -0.262263 -2.535517 3.528582 -0.03 -0.06 -0.05
H 0.148494 0.423291 -2.243267 -0.02 0.02 -0.01
H 2.956950 1.764511 1.539440 0.05 -0.05 -0.06
H 3.054775 4.520843 -2.258004 0.00 -0.03 -0.03
H 3.885724 2.984228 -2.504125 -0.03 -0.02 -0.04
H 5.473682 4.854343 -2.555362 0.01 0.13 0.06
H 5.834791 3.735681 -1.229110 0.03 0.07 0.08
H 4.347849 6.267057 -0.960373 0.02 0.08 0.00
H 5.901936 6.028758 -0.486861 0.02 0.01 0.00
H 4.404339 5.846142 1.408223 0.06 0.07 -0.08
H 5.245702 4.322433 1.068072 0.08 0.03 -0.08
H 2.417737 5.099702 0.178059 -0.01 -0.01 0.04
H 2.827761 3.931920 1.430477 0.01 0.04 0.02
```
Forces are in eV/Å.

Computed properties:
Spin multiplicity   5
Calculated total energy   -67538.80147 eV
Net charge   +3
M   974.62 g/mol
Energy above the lowest of the compared OMol25 structures with the same formula, charge and spin   6.087 eV
Frontier orbital gap (spin up / spin down)   5.24 / 5.13 eV
Highest occupied orbital energy (spin up / spin down)   -15.265 / -15.399 eV


Entry from OMol25: a molecular structure, C38H26BrClCrF4NO4PS (ωB97M-V with the def2-TZVPD basis set).

Geometry as XYZ:
```
78
Properties=species:S:1:pos:R:3:forces:R:3
Cr 0.494208 0.977404 -1.310797 -0.27 0.54 0.27
O 3.067487 -1.283693 -2.986394 0.00 0.06 -0.01
C 2.638576 -0.173618 -2.712904 0.02 0.00 -0.08
O 1.343319 0.038091 -2.613760 0.23 -0.20 -0.09
C 3.579340 0.990763 -2.545627 -0.02 0.06 0.06
C 4.921713 0.701508 -2.812336 -0.01 -0.01 0.00
C 5.909783 1.659689 -2.727933 0.00 0.04 0.01
C 5.556855 2.956765 -2.363125 -0.01 -0.04 0.00
C 4.240351 3.261248 -2.089127 0.00 0.00 0.00
C 3.218946 2.298910 -2.165942 0.02 -0.02 -0.03
S 1.596845 2.891512 -1.819106 0.05 -0.13 -0.16
H 5.156976 -0.316607 -3.091481 0.00 0.01 0.00
H 6.940106 1.405328 -2.943038 -0.01 0.00 0.01
H 6.311880 3.730735 -2.286139 0.00 -0.01 0.00
H 3.966683 4.267544 -1.796084 0.00 -0.01 0.00
F -2.581369 -6.756978 -1.327915 -0.06 -0.20 -0.04
C -2.219427 -5.510283 -1.041228 0.03 0.09 0.01
C -2.938480 -4.776732 -0.123377 0.06 0.07 -0.02
F -3.988614 -5.324567 0.487056 -0.13 -0.06 0.08
C -2.548872 -3.482956 0.171369 0.09 -0.03 -0.05
F -3.253951 -2.868743 1.123215 -0.07 0.10 0.09
C -1.469717 -2.867748 -0.452129 0.05 -0.02 -0.09
P -0.938631 -1.130731 -0.042546 -0.08 -0.11 0.04
C -2.536629 -0.293934 0.259666 0.00 -0.03 0.04
C -3.585544 -0.503363 -0.632874 0.00 0.00 0.01
C -4.759895 0.221752 -0.523884 0.00 0.00 0.00
C -4.906680 1.167422 0.479506 -0.02 0.00 -0.01
C -3.863670 1.394337 1.362927 0.02 -0.01 0.02
C -2.681744 0.676711 1.247940 -0.03 -0.01 -0.03
C -0.230174 -1.547340 1.599816 -0.05 -0.06 0.05
C -0.938451 -1.537111 2.800948 0.03 0.02 0.00
C -0.307746 -1.876570 3.989198 -0.01 -0.01 -0.02
C 1.029139 -2.252446 3.990537 -0.01 -0.01 0.02
C 1.729105 -2.305143 2.795089 0.00 0.01 -0.03
C 1.104575 -1.954456 1.605817 0.00 0.05 0.02
C -0.725312 -3.651145 -1.348341 -0.05 0.08 0.08
Br 0.853914 -3.006901 -2.137727 -0.02 0.02 -0.02
C -1.108847 -4.948268 -1.637864 0.04 0.07 -0.01
F -0.414939 -5.702623 -2.491313 0.05 -0.07 -0.07
H -3.485670 -1.228297 -1.431730 0.01 0.01 -0.02
H -5.552522 0.061811 -1.243652 0.01 0.00 0.01
H -5.821987 1.741622 0.556334 0.01 -0.01 0.00
H -3.957671 2.148156 2.135617 0.01 -0.01 -0.01
H -1.860918 0.894962 1.913439 0.05 0.01 0.02
H -1.984374 -1.263710 2.808717 -0.01 0.01 0.01
H -0.865174 -1.849583 4.917889 0.01 0.00 -0.01
H 1.521948 -2.505418 4.921638 -0.01 0.00 -0.01
H 2.770526 -2.602084 2.783937 -0.01 0.00 0.00
H 1.663706 -1.971422 0.678281 0.01 0.02 -0.01
C -1.533245 -0.553430 -3.638025 -0.01 -0.02 -0.02
C -1.976271 0.749190 -3.057627 0.00 0.09 0.02
C -3.105804 1.454511 -3.399824 0.03 -0.05 -0.02
C -3.136884 2.610916 -2.578402 0.00 0.01 0.07
C -2.015642 2.566693 -1.784624 -0.01 -0.01 -0.07
C -1.590642 3.579012 -0.768862 -0.01 0.00 0.03
N -1.286597 1.428795 -2.069835 0.04 -0.02 0.04
H -2.151105 -0.785930 -4.507651 0.00 0.02 0.01
H -1.645046 -1.388059 -2.936762 0.02 -0.02 0.05
H -0.490173 -0.541565 -3.946138 0.04 -0.01 -0.01
H -3.818925 1.157895 -4.156745 0.01 0.02 0.02
H -3.887939 3.388433 -2.556387 0.02 -0.02 -0.01
H -2.427929 4.247358 -0.558084 0.00 0.00 -0.02
H -0.757828 4.192484 -1.122142 0.02 -0.01 0.00
H -1.282727 3.117549 0.171005 -0.02 0.02 -0.03
Cl 3.438419 1.344064 6.591905 0.00 0.00 -0.01
C 2.848526 1.295247 4.951395 0.00 0.01 0.01
C 3.743048 1.054611 3.919759 0.01 -0.01 -0.01
C 3.264851 0.996301 2.621993 0.00 -0.02 -0.01
C 1.912514 1.188241 2.365763 -0.02 0.00 -0.01
C 1.035532 1.445280 3.409671 0.00 0.05 0.02
C 1.499541 1.496253 4.715076 0.00 0.00 -0.01
C 1.407759 1.045442 0.973817 0.03 -0.09 -0.02
O 0.204577 1.370443 0.691797 0.02 -0.11 -0.05
O 2.130578 0.567196 0.076994 -0.06 -0.02 0.04
H 4.792310 0.909262 4.137418 -0.01 0.00 0.00
H 3.925420 0.790682 1.789499 0.01 0.00 0.02
H -0.013204 1.597663 3.192284 0.00 -0.01 0.00
H 0.827915 1.681663 5.542169 0.00 0.00 -0.01
```
Forces are in eV/Å.

Computed properties:
Spin multiplicity   2
Calculated total energy   -191493.25866 eV
Net charge   -1
M   867.02 g/mol
Energy above the lowest of the compared OMol25 structures with the same formula, charge and spin   0.000 eV
Frontier orbital gap (spin up / spin down)   6.60 / 6.59 eV
Highest occupied orbital energy (spin up / spin down)   -4.354 / -4.346 eV


Entry from OMol25: a molecular structure, C36H24Cl2F5N3O3S2SeV (ωB97M-V with the def2-TZVPD basis set).

Geometry as XYZ:
```
77
Properties=species:S:1:pos:R:3:forces:R:3
V -0.243227 0.828057 -0.913823 -0.02 -0.46 -0.56
C 0.194362 4.259644 -3.399937 0.04 0.09 -0.04
C -0.327971 2.941338 -2.892195 -0.18 -0.14 0.00
N 0.461233 2.158685 -2.160114 0.38 0.42 -0.09
N 1.793514 2.603153 -2.150997 -0.17 -0.15 0.12
C 2.550218 1.973403 -1.322569 0.09 -0.06 -0.03
S 2.124215 0.698756 -0.256686 0.07 0.08 0.01
S 4.257040 2.511333 -1.438616 -0.15 -0.03 0.01
C 4.756008 2.434883 0.302601 0.12 0.11 0.13
C 5.358252 1.144891 0.792843 -0.01 0.00 -0.07
C 6.522656 0.637863 0.225518 0.00 -0.01 -0.01
C 7.090227 -0.535219 0.699589 -0.01 -0.01 0.00
C 6.496635 -1.220303 1.752263 0.01 -0.01 -0.01
C 5.333067 -0.723468 2.321910 0.00 -0.01 0.00
C 4.769614 0.449149 1.840386 0.01 -0.03 0.07
C -1.678358 2.547818 -3.262779 -0.02 0.06 -0.10
C -2.293440 3.186613 -4.364029 0.04 -0.02 0.00
C -3.544077 2.850992 -4.833663 0.01 0.01 0.01
C -4.261413 1.828738 -4.202242 -0.01 -0.03 -0.02
C -3.711246 1.184730 -3.120532 -0.02 0.08 0.00
C -2.440763 1.530959 -2.613091 0.07 -0.10 0.12
O -2.026597 0.915989 -1.536133 -0.17 0.16 0.05
H 0.666217 4.170514 -4.384880 0.00 -0.03 0.00
H 0.952670 4.646496 -2.725406 -0.01 -0.02 0.02
H -0.615310 4.984726 -3.478551 -0.02 -0.01 0.00
H 3.897942 2.711560 0.915711 -0.02 -0.03 -0.06
H 5.496085 3.233948 0.401963 0.00 -0.01 0.00
H 6.971625 1.156416 -0.614500 0.00 0.01 0.00
H 7.991025 -0.922758 0.238314 0.00 0.00 0.00
H 6.930046 -2.144825 2.114324 0.01 0.00 0.01
H 4.847917 -1.258663 3.129569 0.00 0.01 -0.01
H 3.838128 0.815624 2.250911 -0.03 0.02 0.05
H -1.741003 3.953203 -4.890610 0.00 0.01 -0.01
H -3.952802 3.366241 -5.695012 -0.01 -0.01 0.00
H -5.241763 1.538288 -4.564644 0.00 0.00 0.00
H -4.236590 0.388254 -2.607553 -0.02 -0.01 0.02
F 2.790301 1.287166 5.804249 -0.03 0.01 -0.02
C 2.036149 1.583332 4.729799 0.05 0.02 -0.05
C 1.930162 2.887117 4.281871 0.02 -0.06 -0.05
F 2.589951 3.864841 4.929926 -0.01 -0.01 0.01
C 1.160863 3.176216 3.168001 0.03 0.03 0.02
F 1.109189 4.466832 2.802470 -0.01 -0.03 -0.02
C 0.458573 2.207144 2.453273 0.00 0.15 0.01
Se -0.655830 2.657629 0.985286 0.02 -0.02 0.23
C 0.590781 0.911451 2.943523 -0.05 -0.10 -0.01
F -0.080324 -0.102797 2.373192 0.04 0.07 0.02
C 1.362533 0.588781 4.045691 -0.01 0.03 -0.01
F 1.454177 -0.681958 4.469609 0.00 0.01 0.01
Cl -3.641525 -4.120004 -1.588524 0.04 -0.02 0.02
C -4.375454 -2.733327 -0.857623 0.00 0.06 0.02
C -5.677569 -2.422134 -1.219238 -0.01 -0.05 -0.02
C -6.274232 -1.259492 -0.765135 0.02 0.03 -0.03
C -5.554357 -0.396144 0.046139 0.02 -0.04 -0.05
C -4.269770 -0.729526 0.428079 0.02 0.09 0.09
Cl -3.386495 0.381101 1.420352 -0.07 -0.12 -0.03
C -3.640165 -1.916965 0.013454 -0.11 0.05 0.10
N -2.348038 -2.182003 0.419800 0.15 -0.03 -0.15
C -1.835315 -3.394909 0.887872 0.02 0.00 0.02
C -2.669863 -4.348944 1.460899 0.05 -0.01 -0.06
C -2.145345 -5.547209 1.918878 -0.03 -0.03 0.02
C -0.784642 -5.789679 1.827310 0.00 -0.07 0.03
C 0.046614 -4.823600 1.274532 0.02 0.06 -0.02
C -0.448861 -3.620789 0.797459 -0.16 0.08 0.03
C 0.429634 -2.567796 0.186075 -0.03 0.00 0.09
C 0.066889 -2.289393 -1.291305 0.36 0.01 -0.05
O 0.019271 -3.245600 -2.057396 -0.10 -0.06 -0.01
O -0.103883 -1.065020 -1.603847 -0.11 0.21 0.32
H -6.194539 -3.088506 -1.896212 -0.01 0.00 0.00
H -7.280090 -1.007340 -1.073878 -0.01 -0.01 0.01
H -5.970084 0.542596 0.383926 -0.02 0.00 0.00
H -1.751647 -1.373139 0.508176 -0.02 -0.03 0.00
H -3.731956 -4.147163 1.528655 -0.01 -0.01 0.03
H -2.805369 -6.289734 2.352220 0.00 0.00 0.00
H -0.370665 -6.725979 2.181546 0.01 0.00 0.00
H 1.111349 -5.007046 1.190926 0.01 -0.01 0.00
H 1.475643 -2.880283 0.212999 -0.04 -0.09 -0.04
H 0.379818 -1.644759 0.769612 -0.01 -0.01 -0.07
```
Forces are in eV/Å.

Computed properties:
Spin multiplicity   2
Calculated total energy   -199674.77470 eV
Net charge   -2
M   906.54 g/mol
Energy above the lowest of the compared OMol25 structures with the same formula, charge and spin   0.595 eV
Frontier orbital gap (spin up / spin down)   4.58 / 4.99 eV
Highest occupied orbital energy (spin up / spin down)   -0.349 / -0.761 eV


Entry from OMol25: C3H4NP in the gas phase (ωB97M-V with the def2-TZVPD basis set).

Geometry as XYZ:
```
9
Properties=species:S:1:pos:R:3:forces:R:3
C -0.552593 0.870381 0.132980 -0.19 0.28 0.03
C 0.837742 1.103957 -0.003533 0.72 -0.67 -0.07
C -0.444494 -1.434866 0.040569 0.54 -0.32 -0.25
N -1.050702 -0.319505 0.260406 -0.83 0.21 0.30
P 1.935566 -0.155381 -0.232246 -0.66 -0.25 0.57
H -1.241846 1.702056 0.114134 -0.08 0.10 0.04
H 1.173675 2.130341 0.008067 -0.04 0.21 -0.28
H 0.201281 -1.560121 -0.845627 -0.28 0.05 -0.17
H -0.858626 -2.336859 0.525253 0.82 0.39 -0.19
```
Forces are in eV/Å.

Computed properties:
Calculated total energy   -13951.15391 eV
M   85.05 g/mol
Energy above the lowest of the compared OMol25 structures with the same formula, charge and spin   2.189 eV
Frontier orbital gap (spin up / spin down)   6.63 / 6.67 eV
Highest occupied orbital energy (spin up / spin down)   -7.747 / -7.620 eV


> The highest energy above the lowest of the compared OMol25 structures with the same formula, charge and spin belongs to which entry?

C29H29FI2N5O4Os


> Which formula does entry 2 have?

C38H26BrClCrF4NO4PS